(1)
DFT (ωB97M-V/def2-TZVPD) results for a structure of composition C6H8O6Sc.

The geometry in XYZ format:
```
21
Properties=species:S:1:pos:R:3:mulliken_spin:R:1
H -1.32089 0.52581 -0.01602 0.00
O 0.31491 -1.19570 -0.98316 0.00
C -0.47464 -0.52442 -0.13805 0.00
C -1.91215 -0.86403 -0.03073 0.00
C -2.81570 -0.82043 -1.23786 0.00
C -4.09624 -0.01959 -1.05343 0.00
O -4.88722 -0.62076 -0.01989 0.00
C -6.08136 -0.10243 0.19835 0.00
O -6.58245 0.80999 -0.41405 0.00
O -6.59079 -0.65893 1.29134 0.00
H 0.08667 -0.18865 0.75693 0.00
H -2.14856 -1.61010 0.73415 0.00
H -3.07274 -1.83948 -1.56002 0.00
H -2.28719 -0.33358 -2.07256 0.00
H -4.68234 -0.01867 -1.98143 0.00
H -3.87968 1.02042 -0.77335 0.00
H -7.45282 -0.26691 1.47897 0.00
O 2.20404 0.43298 -0.84263 0.00
C 1.92894 -0.61202 -1.40732 -0.01
O 2.59472 -1.15707 -2.28581 0.00
Sc 4.17840 0.28315 -2.79483 1.00
```

Calculated values
net charge = +2
HOMO (spin up / spin down) = -0.5571 / -0.5571 hartree
gap between HOMO and LUMO (spin up / spin down) = 5.272 / 5.272 eV
energy above the lowest of the compared OMol25 structures with the same formula, charge and spin = 274.5 kJ/mol
max |F| = 3.50 eV/A
<S²> = 0.751
E_tot = -1444.78467 Ha
spin multiplicity = 2

(2)
DFT (ωB97M-V/def2-TZVPD) results for a cluster of 2 separate species, C3H11BrN2O4P in total.

The geometry in XYZ format:
```
22
Properties=species:S:1:pos:R:3:mulliken_charge:R:1
N 0.86164 0.81709 2.65188 -0.72
C 1.34084 0.68627 1.21016 -0.40
C 1.39795 -0.85370 0.65057 0.08
O 1.88408 -0.82642 -0.76898 -0.50
C -0.03787 -1.66575 0.76065 -1.05
P -1.54200 -0.68990 0.08514 0.30
Br -3.42348 0.26255 -0.81207 -0.41
H 0.40972 1.78063 2.67825 0.29
H 0.06612 0.16742 2.86111 0.29
H 0.54758 1.26835 0.54872 0.29
H 2.39951 1.20641 1.10803 0.29
H 2.19546 -1.52403 1.23260 0.19
H 2.44686 -0.00250 -0.90434 0.32
H 0.07504 -2.64396 0.12844 0.43
H -0.19800 -1.95506 1.88527 0.35
H -2.14592 -1.98912 -0.24025 0.07
H -1.85680 -0.10120 1.37541 0.03
H -0.72684 -0.06137 -0.93850 0.10
N -0.92348 1.53110 -3.37801 0.93
O -0.83218 0.54203 -4.12400 -0.64
O -0.11856 1.68086 -2.44389 -0.62
O -1.81968 2.37029 -3.56618 -0.63
```

Calculated values
net charge = -1
HOMO = -0.1568 hartree
gap between HOMO and LUMO = 7.172 eV
max |F| = 2.48 eV/A
E_tot = -3446.58593 Ha
spin multiplicity = 1

(3)
DFT (ωB97M-V/def2-TZVPD) results for a cluster of 2 separate species, C18H23ClF6N2O7P in total.

The geometry in XYZ format:
```
58
Properties=species:S:1:pos:R:3:mulliken_charge:R:1
C 3.01739 -0.88815 2.45328 -1.18
C 1.62997 -0.40096 1.88349 0.51
O 0.52076 -1.09433 2.48334 -0.56
C 1.54213 -0.47081 0.28775 -1.30
C 0.86323 0.85108 -0.18826 -0.12
C -0.45896 0.80813 -0.81378 0.14
C -1.23202 -0.52067 -1.06036 -0.20
C -2.81970 -0.34115 -0.89851 -0.99
C -3.42218 -1.58164 -0.16295 0.63
F -3.11316 -1.57453 1.17521 -0.25
F -4.78427 -1.59466 -0.21481 -0.25
F -2.92862 -2.75182 -0.69277 -0.27
N -1.01620 1.98964 -1.22038 -0.04
C -0.43241 3.22235 -1.04870 0.78
Cl -1.37801 4.58621 -1.66845 -0.11
C 0.86403 3.36036 -0.42706 -0.48
C 1.50710 4.77421 -0.21943 -1.38
C 1.48025 5.25388 1.27963 -0.74
C 0.28730 6.19361 1.64956 0.69
F -0.28024 5.73377 2.82042 -0.28
F 0.75724 7.46183 1.82023 -0.26
F -0.71731 6.24388 0.72223 -0.23
C 1.55691 2.14322 0.00065 1.20
C 2.98344 2.17417 0.64039 0.42
O 3.28114 2.97180 1.47339 -0.42
O 3.93653 1.23515 0.28230 -0.10
P 4.64166 1.52114 -1.28261 0.22
N 4.47082 -0.02688 -2.10777 -0.70
O 3.68119 2.54668 -2.20659 -0.41
H 3.50342 -1.66747 1.80953 0.25
H 2.83049 -1.23972 3.49564 0.41
H 3.70217 -0.00720 2.52921 0.25
H 1.49954 0.66726 2.21090 0.19
H 0.41181 -1.94295 2.02088 0.36
H 0.95400 -1.38657 0.04934 0.72
H 2.54701 -0.61508 -0.18561 -0.16
H -0.95720 -1.31062 -0.31723 0.19
H -1.01597 -0.84738 -2.11293 0.32
H -3.27706 -0.22648 -1.91364 0.34
H -2.98624 0.58208 -0.29578 0.52
H -1.92668 1.94428 -1.68459 0.36
H 1.10456 5.52458 -0.94537 0.70
H 2.59171 4.65584 -0.49701 0.33
H 1.38894 4.33986 1.92331 0.34
H 2.41541 5.77599 1.60541 0.47
H 3.47117 -0.22207 -2.29058 0.34
H 4.70037 -0.70765 -1.36499 0.34
H 3.35685 2.06417 -2.99547 0.32
C -4.74351 -6.33966 -0.33336 -0.35
C -3.53737 -6.01887 -1.17317 0.29
O -2.56869 -6.95326 -0.71072 -0.33
C -3.24644 -8.00518 -0.16862 0.64
O -2.74373 -9.02905 0.15901 -0.49
O -4.57427 -7.72581 -0.05437 -0.32
H -5.68019 -6.16059 -0.85972 0.31
H -4.75610 -5.78777 0.61031 0.28
H -3.71253 -6.18948 -2.23880 0.25
H -3.18949 -4.99667 -1.03101 -0.22
```

Calculated values
net charge = +1
HOMO = -0.4620 hartree
gap between HOMO and LUMO = 7.266 eV
energy above the lowest of the compared OMol25 structures with the same formula, charge and spin = 160.3 kJ/mol
max |F| = 2.96 eV/A
E_tot = -2736.43236 Ha
spin multiplicity = 1

(4)
DFT (ωB97M-V/def2-TZVPD) results for a structure of composition C17H31BeN2O2P2.

The geometry in XYZ format:
```
55
Properties=species:S:1:pos:R:3:mulliken_charge:R:1
Be 1.24707 -0.11695 0.20579 -2.31
P 0.95861 0.39888 2.34908 1.18
C 1.97461 1.94764 2.00682 -1.11
C 2.42009 2.13040 0.56697 0.58
N 1.84487 1.29349 -0.35866 1.61
C 1.78965 1.64818 -1.65032 0.54
C 2.65333 2.61122 -2.10008 -0.77
C 3.40334 3.40069 -1.21912 -0.64
C 3.27296 3.16402 0.15282 -0.83
C 0.86319 0.85627 -2.51042 -1.29
P -0.89954 0.81557 -2.09661 0.93
H 3.75720 3.78042 0.93778 0.46
H 2.66872 2.78082 -3.16720 0.51
H 4.18281 4.08051 -1.56815 0.44
H 0.91920 1.26879 -3.51117 0.69
H 1.19217 -0.18215 -2.60996 0.35
H 1.14743 2.60877 2.15936 0.08
H 2.68546 2.30857 2.79117 0.59
H -0.68357 3.16214 1.04360 0.30
O -0.11454 3.86252 1.25060 -0.63
H -0.50826 3.99145 2.14543 0.37
H -1.54424 1.18166 -0.55301 -0.21
O -1.70543 1.41747 0.42755 -0.70
H -2.48830 2.04891 0.55193 0.28
C -1.76048 2.17399 -2.94324 -1.22
H -1.42354 2.35588 -3.97951 0.39
H -2.85840 2.02548 -2.94417 0.36
H -1.54342 3.06980 -2.33962 0.35
C -1.52305 -0.74483 -2.86068 -1.22
H -2.55419 -1.00337 -2.53691 0.38
H -1.50725 -0.62156 -3.96606 0.39
H -0.84745 -1.58410 -2.58100 0.30
C 2.16402 -0.51529 3.26557 -1.39
H 2.45055 -0.05171 4.20858 0.44
H 1.64421 -1.45603 3.43265 0.38
H 3.04992 -0.68028 2.64862 0.40
C -0.46716 0.75119 3.38991 -1.05
H -0.86042 -0.23112 3.66714 0.39
H -0.22168 1.29984 4.30077 0.42
H -1.23726 1.27664 2.81715 0.22
C -0.89084 -2.21107 0.93787 -1.00
C 0.39180 -2.61279 0.34217 0.44
C 0.87211 -3.88910 -0.00914 -0.96
C 2.14437 -3.70256 -0.61304 -1.00
C 2.41781 -2.34025 -0.61239 0.56
C 3.55647 -1.58248 -1.17431 -1.29
N 1.35421 -1.69591 -0.06053 1.64
H -1.20421 -1.18633 0.59997 0.14
H -0.84064 -2.20848 2.06006 0.16
H -1.67974 -2.94527 0.64232 0.40
H 0.32253 -4.80444 0.14158 0.52
H 2.76102 -4.47726 -1.01361 0.53
H 4.47876 -2.09481 -0.93124 0.43
H 3.46388 -1.54177 -2.26060 0.24
H 3.64283 -0.55930 -0.82087 0.23
```

Calculated values
net charge = +1
HOMO = -0.3553 hartree
gap between HOMO and LUMO = 6.129 eV
energy above the lowest of the compared OMol25 structures with the same formula, charge and spin = 80.0 kJ/mol
max |F| = 3.23 eV/A
E_tot = -1623.66885 Ha
spin multiplicity = 1

(5)
DFT (ωB97M-V/def2-TZVPD) results for a structure of composition C13H12AsF3N3O4ReS4Se.

The geometry in XYZ format:
```
42
Properties=species:S:1:pos:R:3:mulliken_charge:R:1
Re -0.48198 -0.42173 -0.42400 0.75
S 5.62245 -1.85938 -0.77982 -0.02
As 3.98446 -2.91919 0.19844 0.42
S 2.45205 -1.07263 0.28866 0.07
S 1.20957 -1.59956 -1.22768 0.03
S 5.49727 -1.86976 1.34572 -0.05
O -3.56203 0.04362 0.98597 -0.43
C -2.62590 -0.04854 1.70152 0.43
O -1.30671 0.09627 1.14980 -0.43
C -2.63509 -0.33605 3.14565 0.42
C -1.55844 -0.95634 3.77810 -0.30
C -1.67504 -1.35057 5.10030 -0.68
C -2.86001 -1.08253 5.75479 0.05
C -3.92184 -0.42530 5.16883 -0.51
C -3.81020 -0.05854 3.84010 -0.55
N -3.00752 -1.53628 7.16649 0.99
O -4.00094 -1.18278 7.75333 -0.56
O -2.11553 -2.21663 7.61531 -0.57
H -0.63039 -1.12741 3.24859 0.47
H -0.87413 -1.84862 5.62682 0.51
H -4.80973 -0.21520 5.74759 0.52
H -4.62217 0.45707 3.34516 0.48
C -5.45005 -0.56620 -1.76545 -0.91
N -4.75076 -1.78686 -1.29669 0.18
C -5.37385 -2.86223 -0.71128 -0.32
C -4.40703 -3.74336 -0.37044 -0.49
N -3.20261 -3.19185 -0.75063 0.22
C -1.91518 -3.88217 -0.60508 -0.97
C -3.43066 -1.99766 -1.30937 0.02
Se -2.26045 -0.58037 -1.87044 0.12
H -6.50519 -0.80203 -1.85381 0.34
H -5.07005 -0.27506 -2.73964 0.41
H -5.30514 0.23117 -1.04081 0.34
H -6.44242 -2.91043 -0.58920 0.49
H -4.47276 -4.71681 0.08470 0.51
H -2.04358 -4.92208 -0.89166 0.39
H -1.58063 -3.83109 0.42981 0.31
H -1.18970 -3.42663 -1.27017 0.34
F 0.82649 1.44375 -2.28132 -0.15
C 0.06350 1.44603 -1.19907 0.51
F 0.76800 2.00037 -0.18699 -0.21
F -0.99256 2.22781 -1.43114 -0.16
```

Calculated values
net charge = +2
HOMO (spin up / spin down) = -0.5234 / -0.5234 hartree
gap between HOMO and LUMO (spin up / spin down) = 5.151 / 5.149 eV
energy above the lowest of the compared OMol25 structures with the same formula, charge and spin = 14.6 kJ/mol
max |F| = 0.79 eV/A
E_tot = -7574.98845 Ha
spin multiplicity = 1

(6)
DFT (ωB97M-V/def2-TZVPD) results for a cluster of 2 separate species, CH6O2 in total.

The geometry in XYZ format:
```
9
Properties=species:S:1:pos:R:3:mulliken_charge:R:1
C -0.20952 -0.03714 -1.01320 -0.59
O 1.22414 -0.23232 -0.91982 -0.49
H -0.65322 -0.93784 -0.60186 0.25
H -0.47055 0.84764 -0.44635 0.26
H -0.47788 0.05895 -2.06430 0.24
H 1.60000 0.57716 -0.66494 0.31
H -0.65149 0.63949 2.01461 0.30
H 0.10448 -0.63909 1.50720 0.36
O -0.46597 -0.27686 2.18866 -0.64
```

Calculated values
net charge = 0
HOMO = -0.3973 hartree
gap between HOMO and LUMO = 11.505 eV
energy above the lowest of the compared OMol25 structures with the same formula, charge and spin = 27.7 kJ/mol
max |F| = 1.95 eV/A
E_tot = -192.14763 Ha
spin multiplicity = 1
SMILES string = CO.O

Q: net charge of number 6 (CH6O2)?
A: 0